The following is a DFT calculation (ωB97M-V/def2-TZVPD) of C61H144N8O17 as an isolated structure in a non-equilibrium geometry.

Last column: Mulliken charge in e.
Atoms and positions in Å:
C 6.39130 -25.41680 31.88307  -0.798
O 7.51588 -26.11217 31.29964  -0.376
C 8.38146 -26.90673 32.11168  -1.337
C 9.76464 -26.94618 31.34157  0.603
N 10.06082 -28.36327 31.17816  -0.214
C 11.42988 -28.85102 31.03985  -0.291
C 11.48228 -29.96718 29.91896  1.004
O 10.55142 -29.68793 28.81834  -0.959
C 10.99150 -28.56029 28.12289  -0.331
H 5.52889 -26.04403 32.10870  0.301
H 5.94929 -24.76097 31.13299  0.277
H 6.63605 -24.79063 32.74103  0.311
H 7.86460 -27.80742 32.44294  0.449
H 8.59336 -26.24244 32.94949  0.466
H 10.54593 -26.42133 31.89131  -0.575
H 9.51055 -26.41965 30.42162  0.563
H 9.60973 -28.63452 30.31616  0.558
H 11.64654 -29.29193 32.01287  -0.151
H 12.24214 -28.13729 30.90231  -1.169
H 11.23099 -30.96357 30.28251  0.662
H 12.51010 -29.97247 29.55609  0.830
H 11.96424 -28.63715 27.63712  -0.063
H 11.01949 -27.73275 28.83177  -0.231
H 10.23320 -28.36217 27.36538  0.574
C 16.87088 -26.01394 30.85180  -1.589
O 17.83015 -25.88256 29.74302  -0.483
C 17.57403 -26.68905 28.63630  1.855
C 18.60406 -26.35586 27.51305  -1.423
N 19.86016 -25.73912 27.98142  -0.508
C 20.81295 -26.56442 28.73342  0.174
C 22.13024 -25.77002 29.05821  -0.868
O 21.75717 -24.56165 29.73017  -0.267
C 22.80164 -23.68122 30.17153  -0.813
H 17.08551 -25.27608 31.62484  0.693
H 17.09234 -26.98283 31.29935  0.557
H 15.84040 -25.92861 30.50693  0.650
H 16.50761 -26.65895 28.41284  -0.099
H 17.82338 -27.64132 29.10439  -0.436
H 18.11027 -25.78574 26.72614  0.389
H 18.70306 -27.32712 27.02832  0.531
H 19.58435 -25.13607 28.74323  0.333
H 21.05889 -27.52607 28.28303  0.242
H 20.33237 -26.82018 29.67774  0.059
H 22.72649 -25.66260 28.15210  0.404
H 22.67079 -26.28996 29.84914  0.391
H 23.63980 -24.11624 30.71591  0.303
H 22.27094 -23.03289 30.86876  0.243
H 23.19030 -23.01394 29.40226  0.296
C 14.83926 -33.11506 28.39678  -1.219
O 14.91756 -33.92030 29.60320  1.406
C 14.60834 -35.27366 29.26350  -0.559
C 13.22789 -35.68575 29.73768  -1.067
N 13.08406 -35.56009 31.16510  -0.258
C 11.68096 -35.35791 31.56418  -1.102
C 11.22225 -33.80799 31.28073  0.430
O 12.13893 -32.94661 31.83273  -0.597
C 11.95522 -31.57095 31.57331  -0.865
H 15.67619 -33.46872 27.79463  1.190
H 14.88924 -32.04959 28.62120  -0.313
H 13.99679 -33.23525 27.71568  0.366
H 15.30152 -35.88945 29.83657  0.329
H 14.79574 -35.46144 28.20629  0.620
H 13.20275 -36.77413 29.68383  0.525
H 12.47263 -35.14420 29.16811  0.158
H 13.49598 -34.64106 31.24128  -0.527
H 11.51545 -35.43109 32.63905  0.467
H 11.12375 -36.11533 31.01290  0.448
H 10.25478 -33.45543 31.63821  0.464
H 11.18169 -33.43950 30.25571  -1.223
H 11.06400 -31.15344 32.04183  0.924
H 11.83248 -31.40128 30.50361  0.082
H 12.74909 -31.05358 32.11201  -1.033
C 9.29557 -28.88132 35.97219  -0.625
O 10.60113 -28.32488 35.89667  -0.609
C 11.20700 -28.67575 34.66825  0.311
C 11.91771 -30.04742 34.53163  -0.511
N 13.38497 -29.95503 34.31737  0.078
C 14.04099 -31.20897 34.02896  0.721
C 15.51921 -30.84526 34.05521  -1.861
O 15.91116 -30.37941 32.72378  0.619
C 17.31875 -29.92264 32.54734  -0.713
H 9.38291 -29.96238 36.08070  0.279
H 8.63104 -28.61781 35.14935  0.156
H 8.90189 -28.44678 36.89104  0.359
H 11.99001 -27.92809 34.54173  -0.034
H 10.56713 -28.51578 33.80045  0.197
H 11.42669 -30.60588 33.73469  -0.035
H 11.76496 -30.63141 35.43923  1.048
H 13.70148 -29.36452 33.56158  -0.389
H 13.79754 -31.44329 32.99266  -1.338
H 13.80851 -32.13459 34.55554  0.611
H 16.11404 -31.75598 34.12497  0.672
H 15.80419 -30.25937 34.92906  0.594
H 17.56582 -29.01176 33.09264  0.528
H 17.45824 -29.62620 31.50774  -1.498
H 18.02929 -30.68863 32.85796  0.609
C 14.87735 -32.88253 33.52440  -0.972
O 16.10773 -32.22564 33.13301  -0.079
C 16.18019 -31.94098 31.73059  0.078
C 17.48153 -32.23254 31.06814  0.404
N 17.94702 -33.62814 31.11066  -0.183
C 17.02914 -34.60652 30.44176  0.247
C 17.58497 -36.03395 30.45279  -1.118
O 16.85285 -37.03342 29.77051  -0.448
C 17.02853 -37.16508 28.38965  -0.435
H 14.06619 -32.16719 33.38873  0.460
H 14.74064 -33.14986 34.57223  0.680
H 14.58019 -33.73812 32.91797  -0.096
H 16.03062 -30.87780 31.54250  -0.038
H 15.40387 -32.52648 31.23802  0.178
H 18.32209 -31.60284 31.35975  0.008
H 17.30077 -32.08287 30.00370  -0.645
H 18.30167 -33.89125 32.01901  0.523
H 16.97190 -34.23317 29.41929  -0.128
H 16.00364 -34.69899 30.79938  -0.133
H 17.61552 -36.45956 31.45580  0.307
H 18.47267 -36.01911 29.82044  0.493
H 17.95171 -37.63678 28.05299  0.314
H 16.79252 -36.23830 27.86670  0.037
H 16.25553 -37.85476 28.05066  0.298
C 14.63443 -30.88436 26.72181  -0.532
C 13.19449 -31.04423 26.16563  0.097
C 13.24991 -31.95747 24.99962  -1.350
C 11.90800 -32.56085 24.58585  -0.858
C 11.14817 -33.18452 25.78150  -1.357
C 11.01182 -32.27544 26.94872  1.081
N 12.31204 -31.60242 27.20014  0.165
O 12.33420 -30.87619 28.39084  1.628
C 9.89088 -31.19757 26.74472  -1.205
C 10.78811 -33.13003 28.20794  -1.569
C 12.61416 -29.60970 25.60883  -0.976
H 15.24301 -31.77917 26.59122  -1.772
H 14.61175 -30.63404 27.78244  0.945
H 15.06235 -29.99723 26.25493  1.614
H 13.37122 -31.36339 24.09383  0.164
H 14.13080 -32.59565 25.06939  0.283
H 12.21949 -33.41221 23.98066  0.598
H 11.23824 -31.86957 24.07434  0.393
H 11.57889 -34.12955 26.11241  0.338
H 10.13865 -33.49281 25.50961  0.442
H 9.95759 -30.56896 25.85674  0.306
H 8.94096 -31.69343 26.94443  0.510
H 10.06107 -30.52134 27.58248  -0.022
H 9.80276 -33.59439 28.16832  0.679
H 11.59867 -33.85879 28.20973  -0.333
H 10.56683 -32.59582 29.13192  0.806
H 12.48282 -28.95821 26.47277  -0.764
H 11.67550 -29.72618 25.06711  0.420
H 13.23660 -29.12226 24.85844  0.772
H 13.00174 -31.34087 28.90080  -0.235
C 17.11846 -32.53387 26.02998  -1.147
C 17.93719 -32.39377 27.39261  0.403
C 19.36258 -32.01010 26.92743  -1.130
C 19.59777 -30.48178 26.70588  -1.829
C 19.15585 -29.73839 27.95843  -0.282
C 17.69214 -30.06755 28.48767  2.825
N 17.33639 -31.43622 28.35077  0.267
O 16.07542 -31.80909 28.86856  1.212
C 17.74673 -29.67000 29.98252  -2.375
C 16.69101 -29.29260 27.68326  -1.824
C 17.84509 -33.82185 28.08259  -1.486
H 16.08231 -32.84798 26.15576  0.502
H 17.48862 -33.13405 25.19880  0.350
H 17.10211 -31.54447 25.57288  0.434
H 20.04053 -32.36966 27.70151  0.468
H 19.51077 -32.50588 25.96808  0.452
H 18.97463 -30.09465 25.89969  0.315
H 20.61471 -30.22842 26.40633  0.592
H 19.18526 -28.66818 27.75376  -1.081
H 20.04248 -29.66245 28.58789  0.869
H 18.55858 -30.18912 30.49194  1.957
H 17.91701 -28.61127 30.17796  0.619
H 16.82783 -29.89331 30.52461  0.876
H 15.65035 -29.25913 28.00576  0.965
H 17.00676 -28.25279 27.59842  -0.788
H 16.46432 -29.71929 26.70620  0.358
H 18.68997 -33.78431 28.77024  0.681
H 18.06021 -34.68582 27.45381  0.723
H 16.84461 -34.03181 28.46084  -0.332
H 16.17954 -32.00880 29.80177  -0.778
C 12.70176 -25.42150 31.09279  -1.872
C 13.55874 -25.68365 32.47187  0.660
C 15.00822 -25.93968 32.10406  -0.486
C 15.95910 -25.75039 33.25818  -1.529
C 15.82125 -24.39563 33.86476  -1.948
C 14.42637 -24.17968 34.43079  1.680
N 13.43011 -24.48371 33.32359  0.512
O 12.11144 -24.14376 33.68380  -0.497
C 14.34066 -24.83753 35.83326  -2.000
C 14.17265 -22.67584 34.87313  -2.225
C 13.03574 -26.97996 33.20520  -2.150
H 11.70662 -25.12298 31.42244  0.666
H 12.52105 -26.34100 30.53606  0.147
H 13.14498 -24.56011 30.59313  0.565
H 15.08807 -26.98743 31.81432  -0.521
H 15.55234 -25.41003 31.32209  1.408
H 17.02051 -25.80314 33.01584  1.276
H 15.70027 -26.57857 33.91788  0.217
H 16.06372 -23.71448 33.04908  0.257
H 16.54231 -24.12209 34.63506  0.468
H 14.87959 -24.27948 36.59893  0.522
H 13.31304 -24.88439 36.19367  0.402
H 14.73411 -25.85382 35.81220  0.233
H 13.27776 -22.39716 35.42956  0.488
H 14.91235 -22.29281 35.57612  0.463
H 14.19788 -22.01073 34.00993  0.471
H 13.68420 -27.32003 34.01264  1.379
H 13.19240 -27.81669 32.52443  0.295
H 11.98326 -27.01491 33.48656  0.567
H 12.05789 -23.19558 33.82408  0.374
C 14.97695 -28.38685 30.58229  0.374
C 14.44041 -29.66225 29.98275  -0.940
O 13.30818 -30.07199 30.70920  1.273
O 16.12349 -27.87427 29.92276  0.093
H 15.18992 -28.66146 31.61541  0.487
H 14.25063 -27.59158 30.41465  0.510
H 15.26196 -30.37010 30.09276  0.857
H 14.16170 -29.45926 28.94872  0.084
H 13.70087 -30.27577 31.56117  0.151
H 16.13037 -27.83874 28.96345  -1.878
C 14.35808 -26.79414 27.04556  -0.615
C 13.58408 -26.89004 25.81487  -0.053
O 12.24039 -26.56277 26.08375  -0.621
O 14.20249 -27.80859 28.06258  0.279
H 14.19012 -25.86043 27.58228  0.453
H 15.39029 -26.74904 26.69826  -0.055
H 13.58359 -27.88622 25.37245  -0.491
H 13.94037 -26.24451 25.01209  0.498
H 11.67380 -26.84147 25.36062  0.379
H 13.27015 -27.80183 28.29125  -0.999

Summary:
ΔE to the lowest compared entry with this formula, charge and spin, kcal per mole: 1288.8
HOMO energy, eV: -6.60
Total charge: 0
2S+1: 1